This record from the OMol25 dataset describes a structure of composition C6H20B2BeCl12. The level of theory is wB97M-V/def2-TZVPD.

```
41
Properties=species:S:1:pos:R:3:lowdin_charge:R:1
Be 0.685 0.428 2.286 1.015
B 0.687 0.854 -0.118 -0.441
H -0.378 0.742 0.018 -0.054
H 1.009 1.715 0.447 -0.051
H 1.251 -0.043 0.089 -0.075
H 0.831 1.151 -1.145 -0.005
B -1.786 -0.096 2.880 -0.398
H -1.580 0.059 3.927 -0.055
H -1.195 -0.926 2.526 -0.096
H -2.807 -0.431 2.774 -0.004
H -1.526 0.831 2.393 -0.105
C -4.193 0.339 0.228 -0.961
Cl -5.280 1.277 1.370 0.474
Cl -4.423 -1.472 0.308 0.451
H -4.413 0.533 -0.822 -0.032
H -3.161 0.576 0.485 -0.018
C 5.354 -0.774 1.217 -1.021
Cl 5.692 0.677 0.245 0.539
Cl 3.678 -1.147 1.256 0.552
H 5.943 -1.647 0.936 0.049
H 5.509 -0.513 2.264 0.018
C -1.335 3.490 0.519 -1.056
Cl -2.625 4.639 0.289 0.553
Cl -0.705 3.478 2.179 0.540
H -1.653 2.489 0.227 -0.028
H -0.541 3.696 -0.198 0.038
C 3.350 -0.753 -2.466 -0.985
Cl 3.820 -0.231 -4.065 0.532
Cl 3.494 -2.593 -2.228 0.425
H 3.945 -0.303 -1.671 -0.038
H 2.334 -0.376 -2.356 -0.001
C -1.583 0.189 -3.017 -0.941
Cl -2.523 1.528 -2.343 0.591
Cl -2.038 -1.385 -2.277 0.548
H -1.717 0.095 -4.095 0.033
H -0.525 0.409 -2.875 0.010
C -0.324 -3.212 0.045 -1.079
Cl 1.123 -4.160 0.492 0.483
Cl -1.513 -3.232 1.276 0.587
H -0.078 -2.180 -0.207 -0.005
H -0.804 -3.718 -0.793 0.009
```

## Properties
Kohn-Sham gap ... 6.2 eV
Molecular weight ... 548.298 g mol⁻¹
Energy relative to the best compared isomer or geometry (same formula, charge and spin) ... 309.40 kJ/mol
E_tot ... -158560.312 eV